(1)
{"formula": "C70H158N10O10", "method": "the ωB97M-V functional and the def2-TZVPD basis", "elements": ["O", "O", "O", "O", "O", "O", "O", "O", "O", "O", "N", "N", "N", "N", "N", "N", "N", "N", "N", "N", "C", "C", "C", "C", "C", "C", "C", "C", "C", "C", "C", "C", "C", "C", "C", "C", "C", "C", "C", "C", "C", "C", "C", "C", "C", "C", "C", "C", "C", "C", "C", "C", "C", "C", "C", "C", "C", "C", "C", "C", "C", "C", "C", "C", "C", "C", "C", "C", "C", "C", "C", "C", "C", "C", "C", "C", "C", "C", "C", "C", "C", "C", "C", "C", "C", "C", "C", "C", "C", "C", "H", "H", "H", "H", "H", "H", "H", "H", "H", "H", "H", "H", "H", "H", "H", "H", "H", "H", "H", "H", "H", "H", "H", "H", "H", "H", "H", "H", "H", "H", "H", "H", "H", "H", "H", "H", "H", "H", "H", "H", "H", "H", "H", "H", "H", "H", "H", "H", "H", "H", "H", "H", "H", "H", "H", "H", "H", "H", "H", "H", "H", "H", "H", "H", "H", "H", "H", "H", "H", "H", "H", "H", "H", "H", "H", "H", "H", "H", "H", "H", "H", "H", "H", "H", "H", "H", "H", "H", "H", "H", "H", "H", "H", "H", "H", "H", "H", "H", "H", "H", "H", "H", "H", "H", "H", "H", "H", "H", "H", "H", "H", "H", "H", "H", "H", "H", "H", "H", "H", "H", "H", "H", "H", "H", "H", "H", "H", "H", "H", "H", "H", "H", "H", "H", "H", "H", "H", "H", "H", "H", "H", "H", "H", "H", "H", "H", "H", "H", "H", "H", "H", "H", "H", "H", "H", "H", "H", "H"], "xyz": [[-4.287, 2.591, -5.226], [-0.413, -0.745, 4.862], [7.350, -1.153, -3.625], [1.253, 0.938, -0.505], [-7.823, -0.453, 3.697], [5.247, -4.344, 5.646], [-7.512, 3.358, 1.168], [1.968, -6.606, 0.492], [1.260, 4.349, 2.779], [3.460, 6.822, -3.601], [-5.745, -2.361, 4.059], [-0.051, 0.288, -0.341], [-6.934, 3.987, 0.027], [3.144, 5.471, -3.254], [-3.698, 1.307, -5.491], [-0.677, -7.264, 1.280], [4.870, -2.938, 5.419], [-2.749, -3.263, 5.820], [3.429, 3.017, 1.632], [6.941, -1.721, -2.354], [3.544, -2.746, 5.994], [4.254, -3.750, 3.078], [5.437, -1.890, -2.257], [4.558, 2.776, 3.680], [-8.948, 3.155, -1.413], [0.002, -7.866, 0.155], [3.168, -1.250, 5.691], [-2.510, -1.155, -4.529], [0.702, 5.807, -3.812], [3.720, -3.076, 7.466], [3.128, 5.005, -5.835], [-1.662, -0.078, -5.187], [5.814, -3.888, -0.770], [-1.116, 2.460, 0.346], [-2.110, 1.893, -3.575], [-1.411, 2.258, -5.954], [0.101, 1.202, 2.093], [7.325, -3.672, -0.952], [-0.201, 0.527, 5.369], [-6.206, -2.069, 2.722], [1.684, 6.221, -1.522], [-6.185, 4.020, -2.682], [-0.988, -3.439, 4.155], [-1.612, -1.341, 5.259], [-2.217, 1.324, -4.993], [2.614, 4.425, 3.376], [4.893, -2.696, -3.399], [1.512, 3.893, -2.448], [7.532, -3.910, -3.378], [-6.307, 1.599, -0.537], [9.252, -2.490, -2.197], [-7.338, 4.896, -2.210], [7.748, -2.954, -2.248], [-4.712, 3.056, 0.784], [-1.379, -2.845, 5.470], [3.649, 4.563, -4.383], [5.056, -2.605, -1.001], [1.756, 5.357, -2.786], [-1.161, -1.859, 0.066], [3.317, -0.950, 4.186], [1.733, 2.920, -3.658], [-7.661, -1.567, 2.777], [-8.010, 4.373, -0.959], [-0.714, 1.002, 0.763], [5.041, -2.741, 3.918], [1.184, -1.567, 0.860], [0.195, -1.206, -0.225], [0.662, -1.639, -1.562], [-5.159, 0.276, -3.624], [-5.828, 0.148, -6.035], [0.468, 5.340, 3.259], [4.874, -0.451, -2.199], [2.394, -3.592, 5.472], [1.059, -6.996, -0.494], [-3.870, -1.105, -5.250], [6.576, -2.888, 3.709], [5.182, 4.668, -4.332], [-6.255, -3.364, 1.989], [-4.591, 0.189, -5.092], [-5.811, 3.052, -0.348], [2.519, -5.286, 0.240], [3.209, 3.063, 3.077], [3.193, 3.163, -4.004], [4.666, -1.311, 3.600], [-7.186, 0.735, 3.297], [-5.125, 3.582, -1.633], [-8.870, 5.472, -0.407], [-1.972, 0.241, 1.036], [-1.837, -1.230, 1.295], [-1.042, -8.131, -0.906], [5.686, -4.319, 0.245], [-1.015, -6.342, 1.076], [-8.257, -2.352, 3.307], [-0.023, -3.191, 3.812], [2.522, 3.131, 1.188], [5.452, -4.691, -1.371], [-7.868, 1.577, 3.490], [-4.556, -1.907, -4.904], [3.115, 0.105, 3.930], [7.829, -4.621, -0.991], [-4.599, 4.092, 1.079], [4.195, 7.051, -3.059], [1.135, 1.543, 1.934], [1.710, 7.262, -1.782], [-8.035, -1.314, 1.766], [-2.557, -0.996, -3.457], [5.521, 4.285, -3.341], [4.864, -3.759, -3.142], [-0.507, -2.988, 6.193], [1.899, -4.465, 0.678], [-3.055, -3.050, 6.771], [-6.644, 1.353, -1.543], [-1.871, -1.604, -0.747], [7.685, -3.217, -0.041], [-5.436, 0.941, -0.461], [2.619, -5.094, -0.795], [-5.606, 4.468, -3.420], [-1.516, -0.303, -6.243], [-6.005, -1.557, 4.587], [1.633, 1.929, -3.263], [-6.893, 0.758, 2.256], [-4.417, 4.399, -1.519], [-1.308, -1.421, 2.229], [-6.925, 5.852, -2.011], [0.847, 6.347, 3.023], [3.440, -5.209, 0.705], [2.295, 4.368, -6.212], [-6.749, -3.254, 0.975], [-1.889, 2.856, 1.029], [-1.033, -4.529, 4.281], [0.963, -1.246, 1.862], [-0.211, 3.063, 0.306], [7.130, -0.242, -3.521], [5.901, -4.408, 6.321], [0.491, 3.935, -2.080], [-6.018, -0.367, -3.472], [-0.362, 2.046, 2.599], [1.111, 1.638, -1.146], [1.625, -3.743, 6.257], [-6.413, 1.064, -5.889], [3.832, 2.113, 1.323], [2.228, -1.195, 0.659], [-2.879, -4.295, 5.838], [5.573, 5.646, -4.559], [1.874, -3.245, 4.527], [3.885, -4.163, 7.623], [-1.759, -3.318, 3.342], [-8.110, 4.968, -2.962], [5.120, 0.065, -3.142], [3.983, 5.092, -6.530], [3.490, 2.438, -4.749], [6.937, -2.883, 2.713], [-6.511, 3.120, -3.257], [9.532, -2.217, -3.156], [5.233, 0.100, -1.287], [3.776, -0.462, -2.200], [4.175, -4.666, 3.647], [6.872, -3.823, 4.193], [6.612, -4.501, -3.278], [-0.952, 1.266, 5.098], [-5.644, -1.281, 2.180], [3.284, -3.297, 2.886], [-5.013, 2.434, 1.656], [-1.376, 1.887, -6.985], [2.691, 5.979, -5.799], [-9.330, 5.922, -1.296], [1.530, -1.052, -1.871], [-8.219, 6.259, 0.133], [-0.526, 5.271, 2.840], [4.958, 1.847, 3.298], [-2.038, -0.928, 6.249], [0.607, -8.726, 0.502], [3.832, -2.461, -3.564], [-2.359, -1.150, 4.423], [4.850, -1.175, 2.500], [-2.845, -1.652, 1.385], [1.000, 6.761, -4.191], [0.349, 5.326, 4.366], [-0.033, 0.368, 2.870], [4.764, -4.038, 2.153], [2.478, 2.275, 3.341], [2.591, 4.598, 4.460], [-2.522, 0.762, 1.823], [5.319, 3.580, 3.559], [3.716, 2.845, -3.104], [-5.223, -3.704, 1.923], [2.691, -4.640, 5.323], [2.527, 5.980, -0.859], [-4.436, 0.188, -2.836], [3.877, -0.663, 6.218], [5.729, 3.973, -5.039], [3.943, -2.673, -1.100], [-6.498, -0.701, -5.941], [0.633, 4.997, -4.565], [-4.389, 2.837, -6.156], [9.826, -3.369, -1.942], [-6.943, 1.334, 0.303], [-1.672, -7.211, -1.032], [-4.541, 2.748, -2.059], [-9.731, 3.519, -2.043], [3.165, 5.265, 2.974], [5.208, -1.972, -0.148], [-0.197, 5.924, -3.233], [4.412, 2.659, 4.758], [1.205, -2.723, 0.979], [2.170, -1.156, 6.159], [9.423, -1.610, -1.571], [0.992, 3.102, -4.413], [0.753, 6.012, -1.005], [4.463, -2.408, 7.895], [-1.094, 2.271, -3.242], [-0.205, 0.450, 6.507], [2.815, -2.742, 8.005], [-1.559, 2.378, -0.692], [-3.829, 2.652, 0.334], [-2.036, -2.135, -4.713], [-0.123, -1.453, -2.360], [-2.542, 0.423, 0.113], [5.333, -2.558, -4.339], [-1.030, -2.913, 0.054], [-2.644, 2.789, -3.563], [-8.395, 2.473, -2.068], [7.073, -2.068, 4.283], [-1.660, -9.007, -0.721], [-0.028, -7.187, 2.105], [-5.533, 1.272, -3.613], [2.171, 3.480, -1.652], [-4.740, -2.438, 4.111], [-1.826, 3.265, -5.960], [2.476, -1.471, 3.689], [-5.478, 0.304, -7.050], [1.607, -7.529, -1.276], [0.755, 0.839, 5.007], [-7.495, 3.953, 1.941], [-9.310, 2.593, -0.552], [-0.362, 2.238, -5.648], [0.913, -2.698, -1.584], [-2.464, 1.213, -2.826], [-6.785, -4.128, 2.539], [8.356, -4.593, -3.242], [-9.661, 5.194, 0.277], [-3.644, -1.303, -6.344], [0.513, -6.191, -1.086], [7.480, -3.501, -4.376], [-6.267, 0.871, 3.871], [-0.662, -0.109, -4.754], [5.443, -0.704, 4.112], [-0.586, -8.245, -1.887]], "homo_lumo_gap_ev": 8.88, "total_energy_ha": -4061.43036, "lumo_energy_ev": 0.432, "e_above_lowest_ev": 3.412, "max_force_ev_per_a": 3.12, "multiplicity": 1, "charge": 0}

---

(2)
{"formula": "C62H37BrI5N7Zn", "method": "the ωB97M-V functional and the def2-TZVPD basis", "elements": ["I", "I", "I", "I", "I", "Br", "Zn", "N", "N", "N", "N", "N", "N", "N", "C", "C", "C", "C", "C", "C", "C", "C", "C", "C", "C", "C", "C", "C", "C", "C", "C", "C", "C", "C", "C", "C", "C", "C", "C", "C", "C", "C", "C", "C", "C", "C", "C", "C", "C", "C", "C", "C", "C", "C", "C", "C", "C", "C", "C", "C", "C", "C", "C", "C", "C", "C", "C", "C", "C", "C", "C", "C", "C", "C", "C", "C", "H", "H", "H", "H", "H", "H", "H", "H", "H", "H", "H", "H", "H", "H", "H", "H", "H", "H", "H", "H", "H", "H", "H", "H", "H", "H", "H", "H", "H", "H", "H", "H", "H", "H", "H", "H", "H"], "xyz": [[16.641, -3.758, 8.005], [19.899, -0.882, 24.067], [25.765, -3.770, 15.382], [26.626, -11.929, 16.128], [29.590, 1.935, 12.653], [28.773, -5.485, 16.129], [22.394, -3.448, 15.377], [16.049, -0.327, 15.070], [22.102, -5.176, 14.367], [23.296, -1.912, 16.328], [20.404, -2.867, 15.582], [22.735, -2.514, 13.550], [22.533, -4.578, 17.151], [15.343, -2.153, 16.140], [25.288, 0.084, 13.940], [20.763, -1.455, 22.275], [24.092, -0.671, 14.365], [21.314, -1.000, 19.990], [21.531, -7.338, 13.926], [24.081, -10.359, 16.555], [20.383, -4.177, 10.045], [25.853, -9.107, 15.549], [27.532, 0.799, 14.509], [26.326, 0.217, 14.862], [23.058, -5.888, 17.087], [26.761, 0.996, 12.248], [23.266, -9.235, 16.538], [23.756, -4.974, 19.029], [19.401, -4.138, 9.059], [19.423, -3.681, 15.942], [21.732, -1.618, 11.691], [27.053, -5.688, 11.795], [22.244, -6.451, 14.799], [25.050, -7.989, 15.537], [21.354, -5.181, 13.228], [20.101, -1.634, 15.183], [22.604, -0.695, 12.176], [12.885, -1.526, 16.305], [25.536, 0.487, 12.617], [21.411, -2.679, 22.174], [23.754, -8.030, 16.061], [23.820, -6.099, 18.286], [22.945, -4.010, 18.257], [22.073, -2.182, 19.888], [22.946, -6.752, 16.030], [25.364, -10.300, 16.062], [12.054, -0.487, 15.995], [28.060, -5.499, 14.374], [17.791, -1.980, 15.577], [21.138, -3.996, 12.422], [17.723, -3.921, 10.775], [23.079, -1.646, 17.659], [28.227, -6.329, 12.127], [16.410, -1.473, 15.576], [20.939, -6.550, 12.948], [20.038, -4.088, 11.392], [26.873, -4.860, 14.030], [23.958, 0.220, 16.756], [18.686, -3.978, 11.747], [23.208, -1.309, 13.391], [20.684, -0.629, 21.172], [27.738, 1.162, 13.208], [12.499, 0.703, 15.355], [18.107, -3.282, 15.971], [23.450, -0.258, 17.908], [21.830, -2.795, 12.512], [18.832, -1.131, 15.158], [18.098, -3.979, 9.446], [26.369, -4.958, 12.735], [14.220, -1.360, 15.971], [22.692, -2.577, 18.594], [22.053, -3.017, 21.009], [28.742, -6.215, 13.409], [13.824, 0.848, 15.019], [14.673, -0.221, 15.299], [23.812, -0.828, 15.726], [23.699, -11.291, 16.965], [26.213, -0.214, 15.834], [21.494, -8.411, 13.967], [19.711, -4.685, 16.209], [28.781, -6.898, 11.402], [21.068, -1.481, 10.856], [22.802, 0.293, 11.809], [20.123, 0.302, 21.195], [23.417, 0.208, 18.882], [24.375, -6.982, 18.535], [18.652, -0.137, 14.817], [11.006, -0.557, 16.256], [24.391, 1.196, 16.584], [12.534, -2.389, 16.838], [25.444, -4.437, 12.505], [24.773, 0.368, 11.869], [17.343, -3.957, 16.315], [22.273, -9.318, 16.946], [24.250, -4.736, 19.971], [18.419, -3.909, 12.803], [20.359, -6.909, 12.116], [15.373, -3.060, 16.582], [20.923, -0.979, 14.917], [29.639, -6.726, 13.705], [11.787, 1.496, 15.163], [26.953, 1.240, 11.220], [19.691, -4.129, 8.022], [26.631, -5.782, 10.795], [16.694, -3.773, 11.051], [26.854, -9.058, 15.157], [21.386, -3.341, 23.015], [28.316, 0.906, 15.235], [14.219, 1.722, 14.508], [21.423, -4.248, 9.771], [21.165, -0.398, 19.117], [25.448, -7.064, 15.144], [22.477, -4.007, 20.938]], "homo_lumo_gap_ev": [5.35, 5.35], "total_energy_ha": -8610.03759, "lumo_energy_ev": [-1.155, -1.156], "e_above_lowest_ev": 0.662, "max_force_ev_per_a": 1.42, "multiplicity": 1, "charge": 0}

---

(3)
{"formula": "C9H36N18O9", "method": "the ωB97M-V functional and the def2-TZVPD basis", "elements": ["O", "O", "O", "O", "O", "O", "O", "O", "O", "N", "N", "N", "N", "N", "N", "N", "N", "N", "N", "N", "N", "N", "N", "N", "N", "N", "N", "C", "C", "C", "C", "C", "C", "C", "C", "C", "H", "H", "H", "H", "H", "H", "H", "H", "H", "H", "H", "H", "H", "H", "H", "H", "H", "H", "H", "H", "H", "H", "H", "H", "H", "H", "H", "H", "H", "H", "H", "H", "H", "H", "H", "H"], "xyz": [[-0.523, -17.953, 5.502], [1.527, -17.322, 1.704], [0.968, -19.117, -1.602], [-0.423, -13.846, 4.090], [2.081, -12.284, 0.197], [-3.019, -10.476, 1.362], [4.470, -15.464, 1.897], [-3.315, -11.677, 7.028], [-1.801, -13.907, -0.546], [0.738, -16.902, -1.204], [-2.247, -10.583, 3.495], [-1.071, -18.221, 7.660], [-1.256, -10.871, 6.600], [3.220, -13.604, 2.369], [0.495, -14.583, 2.131], [-2.016, -12.367, 2.191], [-2.812, -15.208, 1.015], [0.538, -15.875, 3.970], [-3.639, -15.161, -1.063], [-1.483, -13.066, 6.930], [1.990, -19.607, 1.788], [4.999, -13.443, 1.012], [1.852, -10.804, -1.504], [-0.768, -17.956, -2.491], [3.632, -18.114, 1.950], [-0.003, -11.522, -0.575], [-0.420, -20.030, 6.436], [1.375, -11.538, -0.482], [0.189, -14.717, 3.437], [-0.638, -18.708, 6.465], [-2.533, -11.098, 2.299], [4.270, -14.254, 1.827], [0.350, -18.071, -1.754], [-2.615, -14.777, -0.218], [-2.103, -11.871, 6.923], [2.312, -18.275, 1.702], [-3.500, -15.931, 1.102], [0.985, -16.620, 3.457], [4.602, -12.602, 0.639], [-0.291, -10.763, -1.155], [-0.572, -13.076, 6.501], [-1.628, -13.008, 2.872], [0.221, -16.084, -1.474], [0.795, -15.422, 1.653], [-1.425, -17.301, 7.439], [-1.162, -17.039, -2.597], [1.085, -19.841, 1.409], [-2.066, -15.071, 1.682], [-1.552, -10.986, 4.095], [-2.746, -9.743, 3.736], [-3.292, -15.210, -2.010], [-0.396, -18.323, 8.404], [-0.602, -12.221, -0.167], [2.935, -12.782, 1.860], [2.738, -20.269, 1.732], [5.774, -14.015, 0.713], [-2.047, -13.850, 6.640], [0.152, -20.394, 5.693], [-4.328, -15.827, -0.766], [0.451, -13.769, 1.538], [-0.992, -18.691, -3.138], [1.491, -16.859, -0.540], [-1.717, -9.976, 6.613], [-0.309, -11.043, 6.320], [2.444, -14.086, 2.793], [-2.203, -12.690, 1.253], [4.067, -17.202, 1.831], [3.994, -18.980, 2.288], [1.370, -10.205, -2.144], [0.059, -16.128, 4.820], [-0.540, -20.508, 7.312], [2.852, -10.796, -1.642]], "homo_lumo_gap_ev": 9.37, "total_energy_ha": -2027.64285, "lumo_energy_ev": 0.334, "e_above_lowest_ev": 2.162, "max_force_ev_per_a": 3.12, "multiplicity": 1, "charge": 0}

---

(4)
{"formula": "C2H5BrClN", "method": "the ωB97M-V functional and the def2-TZVPD basis", "elements": ["Br", "Cl", "N", "C", "C", "H", "H", "H", "H", "H"], "xyz": [[-2.000, 1.195, 0.361], [-1.864, -1.905, 0.023], [0.176, -0.429, -0.487], [1.002, 0.655, -0.487], [-0.926, -0.443, 0.358], [-0.590, -0.624, 2.152], [1.700, 0.537, 0.288], [0.543, -1.399, -0.392], [0.383, 1.612, -0.460], [1.577, 0.802, -1.357]], "homo_lumo_gap_ev": 8.89, "total_energy_ha": -3168.03682, "lumo_energy_ev": 0.023, "e_above_lowest_ev": 3.777, "max_force_ev_per_a": 4.64, "multiplicity": 1, "charge": 0}